[1]
ORCA calculation (ωB97M-V with the def2-TZVPD basis set) on a structure of composition C15H29OSY at a distorted geometry.

ORCA input file:
```
! wB97M-V def2-TZVPD RIJCOSX def2/J DEFGRID3
* xyz 2 1
C -2.2578 -2.0441 0.9048
H -2.8221 -2.5135 1.7221
H -2.9348 -1.3282 0.4174
H -1.4279 -1.4738 1.3856
C -1.7457 -3.1197 -0.0410
H -1.2143 -2.6550 -0.8855
H -1.0076 -3.7430 0.4780
C -2.8528 -4.0281 -0.5764
H -2.4440 -4.7875 -1.2495
H -3.3599 -4.5436 0.2462
H -3.6085 -3.4616 -1.1310
C 1.1609 1.7574 -0.8281
C 0.7657 0.9657 -1.9725
C -0.6647 0.8698 -1.9576
C -1.1564 1.6238 -0.8287
C -0.0326 2.1852 -0.1459
C -0.0835 3.2510 0.8968
C -2.5848 1.9470 -0.5663
C -1.5146 0.1154 -2.9205
C 1.7031 0.2405 -2.8819
C 2.5445 2.1492 -0.4719
Y 0.1803 -0.2793 -0.0365
H -2.7213 2.3975 0.4238
H -2.9424 2.6653 -1.3221
H -3.2147 1.0483 -0.6223
H -1.0487 3.2594 1.4161
H 0.7036 3.1059 1.6442
H 0.0606 4.2448 0.4417
H 3.2714 1.3444 -0.6687
H 2.8411 3.0319 -1.0607
H 2.6308 2.4123 0.5922
H 1.2021 -0.6068 -3.3667
H 2.0863 0.9017 -3.6744
H 2.5623 -0.1474 -2.3160
H -2.3732 -0.3543 -2.4141
H -1.9079 0.8040 -3.6855
H -0.9444 -0.6744 -3.4277
C 3.4800 -1.4459 3.0787
S 1.8427 -1.0687 2.4109
C 1.6476 0.6072 3.0065
O 2.0832 -0.8885 0.8413
H 3.2090 -1.6618 4.1224
H 4.1900 -0.6030 3.0102
H 3.8812 -2.3318 2.5629
H 2.5285 1.1960 2.7359
H 0.7449 1.1015 2.6195
H 1.5448 0.5348 4.0943
*
```

The LUMO energy comes out at -7.382 eV. The total energy comes out at -1100.15629 Eh. For the HOMO-LUMO gap, the calculation gives 7.760 eV. The value obtained for the HOMO energy is -15.143 eV.

***

[2]
ORCA calculation (ωB97M-V with the def2-TZVPD basis set) on a cluster of 3 separate species, C15H30BClIO7 in total at a distorted geometry.

ORCA input file:
```
! wB97M-V def2-TZVPD RIJCOSX def2/J DEFGRID3
* xyz -1 1
C 3.4260 -1.2399 -0.4835
C 3.8961 0.1844 -1.1398
C 2.6464 1.0351 -1.8567
O 2.0166 2.0126 -0.9637
B 0.9933 1.4371 -0.0853
I 1.6245 1.7732 1.9861
O -0.2546 2.2700 -0.2163
C -1.4447 1.4640 0.2035
Cl -2.1721 1.7572 1.8879
C -0.9020 -0.1128 0.2479
C -1.6922 -1.1922 -0.7275
C -2.5813 -2.3074 0.1391
O 0.4951 0.0654 -0.2677
H 4.2553 -2.0966 -0.5414
H 2.4646 -1.6111 -1.0829
H 3.1146 -1.0133 0.6387
H 4.6183 -0.0834 -2.0524
H 4.3933 0.9388 -0.3902
H 3.1939 1.6737 -2.7050
H 1.9009 0.3353 -2.4401
H -2.1764 1.4948 -0.7393
H -0.6894 -0.5261 1.3445
H -2.4570 -0.6766 -1.4736
H -0.8849 -1.7329 -1.4211
H -3.5032 -1.7435 0.6043
H -1.8894 -2.7241 1.0039
H -2.9016 -3.2025 -0.5822
O 5.3750 3.2726 -1.2879
C 5.1382 4.3128 -0.6789
O 6.1199 4.9414 0.0098
C 5.9964 6.2486 0.5986
C 5.3606 6.1669 1.9710
C 3.7422 4.8590 -0.6122
H 5.4688 6.9341 -0.0729
H 7.0159 6.6401 0.6978
H 4.3473 5.7617 1.9226
H 5.3151 7.1571 2.4352
H 5.9365 5.4993 2.6208
H 3.1892 4.3342 0.1732
H 3.2554 4.6825 -1.5761
H 3.6947 5.9317 -0.4398
O -4.2788 -4.0681 -1.4293
C -5.1309 -4.4086 -0.6126
O -4.7954 -5.1889 0.4418
C -5.6679 -5.4898 1.5459
C -6.5691 -6.6629 1.2202
C -6.5722 -4.0423 -0.8133
H -6.2255 -4.6012 1.8598
H -5.0188 -5.7583 2.3880
H -7.2216 -6.4467 0.3712
H -7.1950 -6.9196 2.0807
H -5.9726 -7.5391 0.9446
H -7.0291 -4.7533 -1.5088
H -6.6168 -3.0371 -1.2432
H -7.1514 -4.0053 0.1064
*
```

The LUMO energy comes out at 2.051 eV. The total energy comes out at -1899.02328 Eh. For the HOMO-LUMO gap, the calculation gives 6.645 eV. The value obtained for the HOMO energy is -4.594 eV.

***

[3]
ORCA calculation (ωB97M-V with the def2-TZVPD basis set) on a cluster of 3 separate species, C15H30BrO3 in total.

ORCA input file:
```
! wB97M-V def2-TZVPD RIJCOSX def2/J DEFGRID3
* xyz -1 1
O -0.8976 -2.4547 3.7557
C -1.1921 -1.4164 3.1565
O -2.1262 -0.6183 3.2562
C -0.1753 -1.0586 1.9857
C 0.5121 0.2281 2.2536
O 1.5227 0.4239 2.8482
Br -0.4099 1.8026 1.4844
H -0.7547 -0.9693 1.0668
H 0.5972 -1.8177 1.8703
C 0.3377 -4.7520 1.1476
C 1.6317 -4.6361 1.9441
C 2.7599 -3.9418 1.1827
C 3.2016 -4.6496 -0.1000
C 3.6589 -6.0946 0.0911
C 4.8685 -6.2340 1.0108
H 0.4537 -5.3582 0.2450
H -0.4461 -5.2037 1.7549
H -0.0130 -3.7629 0.8499
H 1.9559 -5.6306 2.2686
H 1.4237 -4.0686 2.8540
H 3.6184 -3.8203 1.8495
H 2.4401 -2.9279 0.9246
H 4.0188 -4.0773 -0.5527
H 2.3843 -4.6313 -0.8260
H 3.9049 -6.5157 -0.8883
H 2.8339 -6.6959 0.4818
H 5.7148 -5.6584 0.6286
H 5.1830 -7.2760 1.0935
H 4.6493 -5.8765 2.0174
C -1.4227 5.1246 0.1339
C -1.9441 4.2911 -1.0324
C -1.5990 4.8734 -2.4023
C -2.1778 6.2631 -2.6755
C -3.6978 6.3569 -2.5551
C -4.4433 5.4587 -3.5377
H -1.8652 6.1234 0.1465
H -1.6559 4.6488 1.0860
H -0.3378 5.2344 0.0769
H -3.0268 4.1684 -0.9383
H -1.5223 3.2865 -0.9658
H -1.9334 4.1791 -3.1785
H -0.5099 4.9273 -2.4985
H -1.8833 6.5734 -3.6842
H -1.7238 6.9877 -1.9941
H -3.9967 7.3956 -2.7228
H -4.0053 6.1137 -1.5349
H -4.1696 5.6988 -4.5678
H -5.5232 5.5818 -3.4414
H -4.2184 4.4051 -3.3685
*
```

The LUMO energy comes out at 2.731 eV. The total energy comes out at -3389.36616 Eh. For the HOMO-LUMO gap, the calculation gives 7.691 eV. The value obtained for the HOMO energy is -4.960 eV.

***

[4]
ORCA calculation (ωB97M-V with the def2-TZVPD basis set) on a cluster of 7 separate species, C15H30Cl12FNO in total at a distorted geometry.

ORCA input file:
```
! wB97M-V def2-TZVPD RIJCOSX def2/J DEFGRID3
* xyz 0 1
C 4.3062 3.5399 0.5727
C 3.6344 2.6114 1.2453
C 3.8435 1.1267 1.0658
C 3.2982 0.5852 -0.2755
C 4.2679 -0.4047 -0.9480
N 5.0404 0.1472 -2.0637
O 2.0503 -0.0770 -0.1541
C 1.0692 0.6340 0.5763
C -0.2921 0.1202 0.1183
F -1.1313 0.1369 1.2367
C -0.8768 1.0875 -0.9329
C -1.7860 2.1302 -0.2757
H 5.2024 3.2904 0.0128
H 3.9598 4.5661 0.5702
H 2.8722 2.9225 1.9564
H 4.9217 0.9472 1.1118
H 3.4086 0.5765 1.9000
H 3.1881 1.4445 -0.9516
H 4.9935 -0.7658 -0.2189
H 3.6813 -1.2445 -1.3217
H 4.4305 0.6420 -2.7040
H 5.7163 0.8220 -1.7245
H 1.1654 0.4438 1.6507
H 1.1426 1.7089 0.3811
H -0.2111 -0.9071 -0.2313
H -1.4323 0.5917 -1.7245
H -0.0653 1.6286 -1.4283
H -2.6927 1.6761 0.1143
H -2.0822 2.8813 -1.0101
H -1.2853 2.6422 0.5503
C -5.7041 0.0099 0.4055
Cl -5.3616 1.3810 1.4650
Cl -5.7602 0.4789 -1.3010
H -4.9181 -0.7236 0.5278
H -6.6651 -0.4107 0.6765
C -2.2631 -2.6812 -2.7664
Cl -0.7614 -1.7630 -2.5903
Cl -3.6629 -1.7244 -2.2627
H -2.3805 -2.9593 -3.8071
H -2.2105 -3.5614 -2.1418
C 6.8196 0.0972 3.9867
Cl 5.1354 -0.4400 4.0259
Cl 7.0213 1.6216 3.1148
H 7.1530 0.2430 5.0067
H 7.4085 -0.6644 3.4907
C -6.3914 -4.0699 0.8888
Cl -4.8998 -3.1831 1.2240
Cl -7.8250 -3.2062 1.4594
H -6.4752 -4.2014 -0.1834
H -6.3416 -5.0259 1.3953
C -1.9005 -6.7928 -2.8568
Cl -0.3931 -5.8847 -2.7046
Cl -3.3027 -5.8322 -2.3588
H -2.0326 -7.0717 -3.8949
H -1.8452 -7.6686 -2.2223
C -2.5483 5.7560 0.9995
Cl -4.1307 5.0445 0.6745
Cl -1.6169 6.0309 -0.4793
H -2.6935 6.7088 1.4935
H -1.9913 5.0723 1.6290
*
```

The LUMO energy comes out at 0.413 eV. The total energy comes out at -6341.62660 Eh. For the HOMO-LUMO gap, the calculation gives 9.531 eV. The value obtained for the HOMO energy is -9.118 eV.